Record 1
C3H6 | the ωB97M-V functional and the def2-TZVPD basis

XYZ file:
```
9
Properties=species:S:1:pos:R:3:forces:R:3:lowdin_charge:R:1
C -1.27600 -0.45650 -0.85459 -1.0579 -1.3249 -0.1023 -0.09
C -0.33528 -0.82494 -0.05498 3.5690 4.7860 0.9331 -0.04
C 1.02621 0.76321 0.43212 -3.4744 -2.5502 -0.2264 0.00
H -2.03520 -1.13787 -1.17089 -0.5256 -0.6131 -0.1914 0.04
H -1.42465 0.52196 -1.18193 0.1498 1.4851 -0.5443 0.03
H -0.01063 -1.65193 0.49836 -0.0129 -1.2683 0.2410 0.03
H 1.56229 0.08013 1.06163 0.6839 0.3831 0.4333 -0.02
H 0.35318 1.48296 0.98927 1.0941 -0.8144 -0.8843 0.04
H 1.55887 1.09547 -0.46416 -0.4260 -0.0832 0.3414 0.01
```
Positions in Å, forces in eV/Å.

* E_HOMO: -9.14 eV
* molar mass: 42.08 g mol⁻¹
* ΔE to the lowest compared entry with this formula, charge and spin: 60.59 kcal/mol
* E: -3204.831 eV
* LUMO energy: 1.3 eV

---

Record 2
C33H37BrClGaO7P | the ωB97M-V functional and the def2-TZVPD basis

XYZ file:
```
81
Properties=species:S:1:pos:R:3:forces:R:3:lowdin_charge:R:1
C 1.13625 1.53050 4.03550 -0.2670 0.3675 -0.3318 -0.16
C 1.17076 0.96669 2.61327 0.2430 -0.2346 0.3220 -0.38
C 2.00408 -0.31695 2.44147 -0.2001 0.5144 -0.5617 -0.71
Br 1.73681 -1.60213 3.93223 0.1540 -0.0092 -0.0973 0.58
Ga 1.65963 -1.21549 0.62976 0.0324 -0.4028 -0.3587 0.32
C 0.08473 -2.55046 0.68453 0.0272 0.7839 -0.2122 -0.19
C -1.16548 -1.72154 0.77373 1.5569 -1.4944 0.6024 -0.37
C -1.85848 -1.34306 -0.33731 0.0056 -0.0661 -0.8171 -0.09
C -2.96969 -0.53885 -0.22704 0.3274 -0.3078 -1.2744 -0.06
C -3.37988 -0.12586 1.00376 -1.9245 1.4615 0.6780 -0.29
C -4.58978 0.80106 1.18133 1.3048 -0.4622 -0.2767 -0.04
C -2.71811 -0.53030 2.13154 0.6233 -0.4130 0.6334 -0.06
C -1.60481 -1.33308 2.01528 -0.3959 0.2633 0.9346 -0.07
C 3.32140 -2.04458 -0.26201 0.0347 -0.1255 0.3325 -0.31
C 4.48283 -2.32030 0.65780 -0.2043 0.6533 -0.9622 -0.72
C 5.20932 -1.04628 1.11748 -0.9007 -0.2137 0.6256 -0.14
Cl 5.73707 -3.31776 -0.31852 0.1594 -0.2906 0.3015 0.47
P 0.93145 0.53742 -0.83616 -1.2183 0.5891 0.4637 0.74
C 2.33310 1.79321 -0.83568 -0.0287 -1.0356 -0.4738 -0.36
O 0.83599 -0.13427 -2.41161 0.9229 0.4889 0.2206 -0.44
H 0.54541 2.45290 4.05268 0.1067 0.0134 0.0031 0.06
H 2.15781 1.77507 4.33824 -0.0708 -0.0813 0.2178 0.07
H 0.68229 0.85543 4.75899 0.1340 -0.1124 -0.0496 0.03
H 0.17777 0.86323 2.17123 -0.0910 -0.0656 0.2505 0.08
H 1.69154 1.71624 2.00546 -0.0808 -0.0892 -0.1692 0.09
H 3.04955 -0.01366 2.50580 0.0171 -0.2671 0.3321 0.01
H 0.15839 -3.19908 1.55730 0.1247 -0.1587 -0.1159 0.04
H 0.06946 -3.12128 -0.24787 0.1768 -0.1563 0.1480 0.05
H -1.46202 -1.67868 -1.28975 -0.2288 0.1577 -0.1751 0.11
H -3.46014 -0.23432 -1.14233 -0.2621 0.1523 0.1686 0.09
H -4.58441 1.49493 0.34181 -0.5496 -0.0557 -0.0012 0.05
H -5.48612 0.18274 1.22742 -0.1839 0.5115 0.0040 0.05
H -4.40666 1.37769 2.08928 -0.4424 -0.0421 0.0837 0.07
H -3.04210 -0.23262 3.12332 -0.1306 0.1393 -0.0688 0.11
H -1.08395 -1.64053 2.91470 0.1420 -0.0651 -0.0859 0.08
H 3.00547 -2.99203 -0.70727 -0.1446 0.0659 0.0110 0.04
H 3.64825 -1.39447 -1.08151 0.0666 -0.0179 0.0578 0.04
H 4.14760 -2.94172 1.48487 0.4661 -0.2375 -0.0189 0.08
H 4.75329 -0.18376 0.62995 0.3103 0.0073 -0.2276 0.06
H 4.99234 -0.92029 2.18266 0.3144 0.0492 0.0220 0.07
H 6.28098 -1.08212 0.95922 0.0031 0.0562 0.0290 0.03
H 2.46261 2.16584 -1.85566 0.0448 0.1394 0.0970 0.02
H 3.25622 1.31091 -0.50521 0.1905 0.3500 -0.0617 -0.01
H 2.05492 2.61208 -0.17635 0.0410 0.0286 -0.0030 0.00
H 1.73602 -0.24327 -2.74760 -0.1490 -0.3411 -0.0860 0.01
C -7.05255 -3.22527 0.52163 0.0288 -0.1011 0.0034 0.03
C -7.62681 -4.32060 1.01310 0.0220 0.0490 -0.0266 0.02
C -8.98980 -4.28040 1.59565 0.0192 -0.0628 0.0182 -0.39
O -9.51523 -5.27752 2.04577 -0.0178 0.0234 -0.0111 0.09
C -9.69058 -2.97161 1.60928 -0.0060 0.0660 -0.0131 0.01
C -9.11808 -1.87590 1.11875 -0.0647 -0.0346 0.0337 0.02
C -7.75338 -1.91673 0.53444 0.1123 -0.0025 -0.0291 -0.38
O -7.22905 -0.92272 0.08514 -0.1566 0.0074 -0.0398 0.11
H -6.05751 -3.23173 0.09358 0.0063 0.0658 0.0145 0.13
H -7.13256 -5.28363 1.01272 -0.0261 -0.0127 0.0247 0.12
H -10.68450 -2.96422 2.03868 0.0056 -0.0442 0.0116 0.12
H -9.61177 -0.91233 1.12017 0.0397 0.0195 -0.0169 0.12
C 8.29435 -0.40944 -1.16844 0.0424 -0.0605 0.0513 0.02
C 9.60659 -0.19823 -1.09343 -0.0708 0.0150 -0.0167 0.02
C 10.22762 1.01707 -1.67138 0.0619 -0.0322 0.0300 -0.39
O 11.42491 1.20899 -1.60482 -0.0151 0.0159 -0.0135 0.09
C 9.33048 1.99353 -2.33716 -0.0572 0.0310 -0.0281 0.01
C 8.01901 1.78629 -2.41445 0.0699 0.0480 -0.0163 0.02
C 7.39457 0.56802 -1.83570 -0.0571 -0.0510 0.0256 -0.38
O 6.20079 0.38413 -1.90726 0.0168 0.0346 -0.0339 0.11
H 7.82429 -1.29278 -0.75232 -0.0867 -0.0089 -0.0604 0.08
H 10.27816 -0.89732 -0.61148 0.0253 0.0192 -0.0072 0.12
H 9.80388 2.87466 -2.75179 0.0388 -0.0146 0.0147 0.12
H 7.34833 2.48636 -2.89662 -0.0397 -0.0279 0.0168 0.12
C -1.91874 3.56247 -3.51326 -0.0393 -0.0131 -0.0104 0.02
C -2.58229 2.50189 -3.06004 0.0454 -0.0318 -0.0327 0.04
C -3.96690 2.62738 -2.53861 0.1770 -0.0938 0.0164 -0.37
O -4.56973 1.66263 -2.12246 -0.1745 0.1043 -0.1430 0.10
C -4.58158 3.97905 -2.54066 -0.0266 0.0791 0.0001 0.02
C -3.91669 5.03730 -2.99479 -0.0575 -0.0206 0.0226 0.01
C -2.53246 4.91154 -3.51832 0.1046 -0.0338 -0.0058 -0.39
O -1.93042 5.88066 -3.93385 -0.0540 0.0215 -0.0065 0.09
H -0.90843 3.49228 -3.89505 0.0112 0.0171 0.0269 0.12
H -2.14873 1.50900 -3.04554 0.0228 0.0087 0.0868 0.12
H -5.59096 4.04851 -2.15477 0.0035 -0.0432 0.0177 0.12
H -4.34591 6.03136 -3.00538 0.0400 0.0169 -0.0138 0.12
```
Positions in Å, forces in eV/Å.

* E_HOMO: -3.82 eV
* molar mass: 761.71 g mol⁻¹
* total charge: -1
* E: -193382.283 eV
* LUMO energy: 0.0 eV

---

- Look up the E_HOMO of the second one.
  -3.82 eV